Density functional theory data (ωB97M-V with the def2-TZVPD basis set) for a cluster of 2 separate species, C28H18BF20N2O7 in total in a non-equilibrium geometry.

ORCA input file:
```
! RIJCOSX wB97M-V def2-TZVPD def2/J DEFGRID3
* xyz -1 1
C 0.74 2.36 4.01
C 0.91 1.10 3.67
C 1.03 -0.27 2.84
C -0.23 -1.23 2.99
C -1.53 -0.87 3.89
C -2.85 -0.58 3.00
C -3.84 0.33 3.93
C -0.21 -2.59 2.23
C 1.11 -2.96 1.38
C 2.37 -2.05 1.20
C 3.58 -2.56 0.30
F 3.55 -4.00 0.03
F 3.51 -1.97 -1.03
C 5.06 -2.35 0.98
F 5.76 -1.21 0.45
F 5.89 -3.49 0.61
F 5.02 -2.39 2.42
C 2.31 -0.63 1.95
C 3.51 0.42 1.85
C 3.72 1.10 0.38
C 2.51 2.07 -0.07
F 3.13 3.30 -0.56
F 1.70 2.51 1.07
C 1.47 1.43 -1.12
F 1.97 0.32 -1.88
F 0.37 0.89 -0.31
C 0.78 2.47 -2.13
F -0.46 1.87 -2.58
F 0.36 3.61 -1.32
C 1.71 3.03 -3.32
F 1.81 4.47 -3.13
F 3.05 2.54 -3.34
C 1.12 2.83 -4.82
F 0.80 1.44 -5.13
F 2.22 3.15 -5.71
C -0.07 3.85 -5.21
F -0.89 4.27 -4.12
F 0.58 5.06 -5.69
F -0.90 3.41 -6.29
C 0.65 -4.39 0.86
O 1.20 -5.50 0.63
N -0.85 -4.34 0.72
C -1.29 -3.44 -0.41
C -2.28 -4.35 -1.35
C -1.84 -4.00 -2.89
N -1.67 -2.62 -3.39
O -1.66 -4.97 -3.70
C -1.26 -3.80 2.07
O -2.15 -4.21 2.87
H 0.47 3.46 4.26
H -1.35 -0.02 4.64
H -1.77 -1.81 4.53
H -2.64 -0.11 1.97
H -3.39 -1.61 2.86
H -3.55 1.44 3.93
H -3.68 -0.06 5.02
H -4.96 0.16 3.70
H 4.54 0.01 2.21
H 3.32 1.33 2.56
H 4.64 1.80 0.51
H 4.02 0.35 -0.44
H -0.33 -3.18 -1.03
H -1.81 -2.50 -0.01
H -3.36 -3.98 -1.23
H -2.14 -5.48 -1.20
H -1.67 -1.92 -2.64
H -0.83 -2.53 -3.98
B -4.10 3.87 -1.12
O -4.07 4.13 0.33
C -3.80 2.97 0.93
O -3.71 2.83 2.13
C -3.65 1.92 -0.07
O -3.40 0.76 0.16
O -3.82 2.43 -1.29
F -3.08 4.65 -1.79
F -5.39 4.18 -1.66
*
```

Calculated values
* HOMO: -7.5 eV
* E_LUMO: 0.2 eV
* molecular weight: 885.23 g/mol
* energy: -101660.56914 eV
* gap between HOMO and LUMO: 0.2816 Ha